Entry 1:
Computed, not measured: the molecule C3H4S, with ωB97M-V/def2-TZVPD.

Geometry (Å):
C  -1.039  0.921  -0.321
C  0.125  0.198  -0.399
C  0.705  -0.819  0.428
S  1.734  0.006  -0.915
H  -1.101  1.848  -0.787
H  -1.935  0.521  0.187
H  0.973  -0.687  1.441
H  0.539  -1.988  0.366

## Properties
Molar mass (g/mol): 72.1
Kohn-Sham gap (eV): 9.3538
ΔE to the lowest compared entry with this formula, charge and spin (eV): 0.827
Multiplicity: 1
SMILES: C=C1CS1
Calculated total energy (hartree): -514.812139

Entry 2:
Computed, not measured: a cluster of 5 separate species, C28H37BN4O7S in total, with ωB97M-V/def2-TZVPD.

Geometry (Å):
C  2.889  2.436  -1.857
C  2.515  1.725  -0.550
O  1.729  0.560  -0.769
C  2.555  -0.597  -0.850
C  1.714  -1.815  -1.224
O  2.478  -2.753  -1.975
C  2.176  -2.766  -3.352
C  3.034  -1.765  -4.145
B  2.269  -0.354  -4.377
C  2.744  0.764  -5.370
O  1.116  -0.171  -3.656
C  4.452  -1.615  -3.557
O  5.381  -2.186  -4.494
S  4.769  -2.158  -5.956
O  5.032  -0.887  -6.535
O  5.161  -3.306  -6.682
O  3.276  -2.300  -5.498
H  2.302  3.326  -2.054
H  2.819  1.713  -2.672
H  3.936  2.734  -1.812
H  1.984  2.383  0.134
H  3.442  1.456  -0.035
H  3.015  -0.772  0.128
H  3.360  -0.430  -1.572
H  0.807  -1.510  -1.742
H  1.405  -2.326  -0.313
H  2.395  -3.766  -3.734
H  1.113  -2.587  -3.503
H  1.954  1.514  -5.450
H  2.910  0.362  -6.366
H  3.645  1.274  -5.028
H  1.089  0.693  -3.236
H  4.603  -2.188  -2.647
H  4.733  -0.584  -3.332
C  -1.297  -0.197  3.481
C  -2.049  -1.359  3.505
C  -1.994  -2.205  2.406
N  -1.256  -1.960  1.324
C  -0.538  -0.838  1.317
C  -0.522  0.071  2.364
H  -1.317  0.488  4.320
H  -2.672  -1.603  4.355
H  -2.572  -3.122  2.385
H  0.051  -0.658  0.430
H  0.083  0.966  2.300
C  2.185  7.436  1.336
C  1.491  6.238  1.374
C  1.617  5.370  0.301
N  2.367  5.620  -0.771
C  3.024  6.778  -0.792
C  2.970  7.714  0.230
H  2.115  8.141  2.154
H  0.863  5.980  2.216
H  1.088  4.423  0.295
H  3.623  6.961  -1.677
H  3.529  8.636  0.156
C  -4.317  -7.385  1.825
C  -3.980  -6.801  3.035
C  -4.249  -5.453  3.213
N  -4.813  -4.683  2.284
C  -5.130  -5.259  1.127
C  -4.905  -6.599  0.848
H  -4.124  -8.435  1.646
H  -3.518  -7.376  3.825
H  -4.002  -4.959  4.147
H  -5.585  -4.609  0.388
H  -5.185  -7.012  -0.111
C  -5.869  2.954  3.953
C  -5.782  1.785  3.216
C  -5.270  0.653  3.833
N  -4.850  0.627  5.096
C  -4.939  1.759  5.791
C  -5.439  2.943  5.270
H  -6.264  3.859  3.509
H  -6.104  1.747  2.184
H  -5.186  -0.283  3.292
H  -4.590  1.710  6.817
H  -5.489  3.833  5.884

## Properties
Molar mass (g/mol): 584.5
Kohn-Sham gap (eV): 9.9598
Multiplicity: 1
SMILES: CCOCCOC[C@@]1(B(C)O)COS(=O)(=O)O1.c1ccncc1.c1ccncc1.c1ccncc1.c1ccncc1
Calculated total energy (hartree): -2257.850694

Entry 3:
Computed, not measured: the molecule C5H9B, with ωB97M-V/def2-TZVPD.

Geometry (Å):
C  -0.559  -2.664  -1.382
C  -0.341  -1.746  -0.351
C  -0.102  -0.788  0.665
B  0.139  0.749  0.388
C  -0.185  1.689  1.549
C  0.858  1.073  -0.906
H  0.198  -3.251  -1.895
H  -1.548  -2.870  -1.701
H  -0.485  -1.085  1.592
H  0.424  1.216  2.329
H  -1.267  1.518  1.839
H  -0.181  2.799  1.495
H  0.689  2.141  -1.299
H  0.485  0.254  -1.563
H  1.874  0.967  -0.760

## Properties
Molar mass (g/mol): 79.9
Kohn-Sham gap (eV): 9.9759
ΔE to the lowest compared entry with this formula, charge and spin (eV): 1.737
Multiplicity: 1
SMILES: C=C=CB(C)C
Calculated total energy (hartree): -220.668300

Entry 4:
Computed, not measured: the molecule C3H7NOS2, with ωB97M-V/def2-TZVPD.

Geometry (Å):
O  0.621  1.621  -0.694
C  0.327  0.951  0.469
C  0.325  -0.520  0.191
C  -1.013  -1.198  0.333
S  -2.225  -0.518  -0.863
N  1.278  -1.229  -0.297
S  2.820  -0.719  -0.619
H  -0.136  1.403  -1.289
H  1.184  1.116  1.150
H  -0.583  1.379  0.938
H  -0.803  -2.235  0.138
H  -1.518  -1.108  1.300
H  -2.866  0.481  -0.139
H  2.589  0.576  -0.617

## Properties
Molar mass (g/mol): 137.2
Kohn-Sham gap (eV): 9.2477
ΔE to the lowest compared entry with this formula, charge and spin (eV): 2.110
Multiplicity: 1
SMILES: OC/C(CS)=N\S
Calculated total energy (hartree): -1044.824837

Entry 5:
Computed, not measured: the molecule C11H12N2O2, with ωB97M-V/def2-TZVPD.

Geometry (Å):
N  -1.142  0.882  -1.876
C  0.204  1.228  -2.075
C  1.026  0.085  -1.378
C  0.926  -0.101  0.171
C  1.855  0.357  1.048
N  1.541  0.122  2.380
C  0.331  -0.576  2.410
C  -0.509  -0.991  3.491
C  -1.776  -1.436  3.160
C  -2.172  -1.588  1.813
C  -1.366  -1.150  0.726
C  -0.162  -0.639  1.018
C  0.392  1.233  -3.621
O  -0.487  1.131  -4.533
O  1.646  1.269  -4.065
H  -1.518  1.318  -0.969
H  -1.639  1.204  -2.744
H  0.566  2.242  -1.910
H  2.148  -0.054  -1.618
H  0.694  -0.884  -1.844
H  2.712  1.006  0.674
H  2.272  0.132  3.180
H  -0.305  -0.978  4.580
H  -2.499  -1.855  3.893
H  -3.246  -2.000  1.657
H  -1.742  -1.385  -0.281
H  2.251  1.428  -3.287

## Properties
Molar mass (g/mol): 204.2
Kohn-Sham gap (eV): 8.6397
ΔE to the lowest compared entry with this formula, charge and spin (eV): 2.308
Multiplicity: 1
SMILES: N[C@@H](Cc1c[nH]c2ccccc12)C(=O)O
Calculated total energy (hartree): -686.319055

Entry 6:
Computed, not measured: a structure of composition C36H24N10O4Sn, with ωB97M-V/def2-TZVPD.

Geometry (Å):
Sn  2.570  0.888  -0.693
O  2.236  -0.434  3.566
C  2.316  0.220  2.539
N  2.932  -0.155  1.366
C  3.617  -1.325  1.274
C  3.533  -2.420  2.167
C  4.285  -3.543  1.960
C  5.171  -3.651  0.861
C  5.295  -2.628  -0.023
C  4.528  -1.435  0.138
N  4.545  -0.417  -0.724
C  5.539  -0.304  -1.682
O  6.691  -0.658  -1.536
C  5.110  0.345  -2.971
C  6.034  0.505  -3.994
C  5.600  1.060  -5.185
C  4.270  1.434  -5.309
C  3.424  1.245  -4.228
N  3.836  0.707  -3.085
C  1.692  1.597  2.533
C  0.729  1.893  3.490
C  0.124  3.137  3.449
C  0.514  4.042  2.471
C  1.497  3.659  1.573
N  2.075  2.462  1.602
H  2.868  -2.355  3.008
H  4.192  -4.374  2.648
H  5.744  -4.558  0.722
H  5.965  -2.706  -0.863
H  7.055  0.190  -3.835
H  6.288  1.198  -6.009
H  3.892  1.868  -6.224
H  2.379  1.533  -4.273
H  0.471  1.147  4.227
H  -0.644  3.398  4.165
H  0.066  5.023  2.401
H  1.828  4.330  0.787
C  -6.168  -3.681  -2.003
O  -6.563  -3.461  -0.656
C  -6.219  -2.280  -0.095
C  -5.577  -1.250  -0.778
C  -5.237  -0.090  -0.112
C  -5.517  0.062  1.258
C  -6.185  -0.986  1.931
C  -6.534  -2.131  1.265
N  -5.097  1.116  2.016
N  -4.589  2.156  1.375
C  -3.351  2.259  1.040
C  -3.016  3.484  0.316
C  -1.892  3.613  -0.392
C  -0.923  2.513  -0.484
O  0.009  2.546  -1.262
C  -1.139  1.343  0.434
N  -0.159  0.441  0.461
C  -0.299  -0.618  1.245
C  -1.392  -0.799  2.080
C  -2.404  0.138  2.062
C  -2.302  1.232  1.201
H  -6.465  -4.699  -2.238
H  -5.087  -3.574  -2.119
H  -6.677  -2.989  -2.678
H  -5.287  -1.347  -1.812
H  -4.708  0.679  -0.656
H  -6.404  -0.862  2.983
H  -7.038  -2.944  1.770
H  -3.771  4.259  0.335
H  -1.676  4.496  -0.978
H  0.501  -1.350  1.215
H  -1.445  -1.665  2.725
H  -3.267  0.024  2.701
N  1.714  -1.038  -1.474
C  0.624  -1.467  -1.561
N  -0.521  -2.022  -1.598
C  -1.605  -1.300  -1.824
N  -2.596  -0.728  -2.004

## Properties
Molar mass (g/mol): 779.4
Kohn-Sham gap (alpha / beta) (eV): 7.0701 / 5.0727
ΔE to the lowest compared entry with this formula, charge and spin (eV): 0.000
Multiplicity: 1
Calculated total energy (hartree): -2449.061931

Entry 7:
Computed, not measured: the molecule C6H7N, with ωB97M-V/def2-TZVPD.

Geometry (Å):
C  -2.032  -0.525  -0.143
C  -0.629  -0.091  -0.189
C  0.268  0.165  -1.161
C  1.557  0.162  -0.381
C  1.123  1.117  0.634
C  1.140  -0.531  0.895
N  -0.017  0.307  1.064
H  -2.305  -0.982  -1.094
H  -2.633  0.369  0.041
H  -2.237  -1.238  0.670
H  0.170  0.306  -2.216
H  2.568  0.111  -0.781
H  1.491  2.055  1.034
H  1.535  -1.224  1.625

## Properties
Molar mass (g/mol): 93.1
Kohn-Sham gap (eV): 9.2842
ΔE to the lowest compared entry with this formula, charge and spin (eV): 5.578
Multiplicity: 1
SMILES: CC1=C[C@H]2[C@@H]3[C@H]2N13
Calculated total energy (hartree): -287.382234

Entry 8:
Computed, not measured: a structure of composition C22H30F6MnN2O17S2, with ωB97M-V/def2-TZVPD.

Geometry (Å):
Mn  23.696  -28.299  -27.818
C  19.468  -28.813  -29.405
F  18.504  -28.151  -30.066
F  19.255  -28.778  -28.108
F  19.470  -30.116  -29.824
S  21.317  -28.073  -29.787
O  22.068  -29.177  -30.261
O  21.149  -26.927  -30.744
N  21.896  -27.578  -28.234
S  21.089  -26.238  -28.064
O  21.885  -25.080  -28.325
O  19.714  -26.118  -28.600
C  20.708  -26.203  -26.139
F  19.992  -27.293  -25.825
F  21.861  -26.164  -25.482
F  19.936  -25.158  -25.837
O  25.581  -28.953  -27.674
H  26.469  -28.544  -27.700
C  27.776  -23.806  -24.944
C  26.455  -23.870  -25.756
C  26.624  -23.616  -27.233
O  25.743  -24.551  -27.776
C  25.321  -25.447  -26.899
O  24.577  -26.397  -27.136
O  25.893  -25.155  -25.753
H  28.285  -22.846  -25.028
H  28.530  -24.538  -25.233
H  27.616  -24.003  -23.884
H  25.716  -23.142  -25.423
H  27.683  -23.766  -27.445
H  26.452  -22.576  -27.513
C  21.314  -34.660  -29.025
C  20.989  -33.332  -28.241
C  21.471  -33.362  -26.778
O  21.937  -32.089  -26.652
C  22.114  -31.468  -27.831
O  22.660  -30.317  -27.884
O  21.508  -32.154  -28.776
H  20.485  -35.360  -28.926
H  22.231  -35.126  -28.662
H  21.501  -34.533  -30.091
H  19.913  -33.202  -28.122
H  22.138  -34.202  -26.585
H  20.572  -33.472  -26.171
C  21.115  -29.742  -22.268
C  22.186  -28.643  -22.454
C  23.622  -29.067  -22.223
O  24.108  -28.971  -23.602
C  23.131  -28.784  -24.481
O  23.322  -28.723  -25.666
O  22.008  -28.537  -23.864
H  21.370  -30.573  -22.927
H  20.126  -29.407  -22.579
H  21.137  -30.086  -21.234
H  21.802  -27.735  -21.988
H  23.621  -30.072  -21.801
H  24.126  -28.418  -21.507
C  24.493  -24.278  -32.905
C  23.928  -25.711  -32.644
C  24.748  -26.806  -33.130
O  24.907  -27.598  -31.881
C  24.313  -27.001  -30.874
O  24.427  -27.252  -29.686
O  23.732  -25.915  -31.223
H  24.646  -24.226  -33.982
H  25.444  -24.114  -32.398
H  23.773  -23.503  -32.641
H  22.969  -25.841  -33.146
H  25.715  -26.525  -33.547
H  24.172  -27.415  -33.828
N  25.291  -31.276  -29.434
C  25.208  -32.579  -29.193
C  25.105  -33.252  -30.401
C  24.985  -32.346  -31.367
C  25.053  -31.096  -30.767
H  25.384  -30.562  -28.726
H  25.147  -32.876  -28.156
H  24.984  -34.316  -30.541
H  24.893  -32.611  -32.410
H  24.978  -30.098  -31.173

## Properties
Molar mass (g/mol): 827.5
Kohn-Sham gap (alpha / beta) (eV): 8.1513 / 4.9688
Total charge: +1
Multiplicity: 7
Calculated total energy (hartree): -4791.200860
Expectation value of S²: 12.015